This record from OMol25 describes 2 unconnected molecules or ions with the total composition C7H12S at a distorted geometry. The level of theory is the ωB97M-V functional and the def2-TZVPD basis.

Structure (XYZ):
```
20
Properties=species:S:1:pos:R:3:forces:R:3
C 2.78752 -1.33744 -0.12000 3.0399 1.7654 -0.1791
C 1.51801 -1.43524 0.05293 -3.0803 3.4383 -0.3058
C -2.02821 0.52608 0.66307 2.2420 1.1352 1.9486
C -1.76216 -0.25303 -0.57649 -0.8703 1.0323 0.5578
C -0.54492 0.54325 1.27554 -1.7711 -0.7306 1.7217
C -0.54752 0.45536 -1.09735 0.5422 -1.5447 1.6327
C 0.37881 0.53201 0.11975 1.4952 -2.7793 -0.2018
S 1.59075 1.82142 -0.00390 -0.0031 -1.2510 -1.3383
H 3.49225 -2.16925 -0.20876 -0.3843 -0.0620 -0.1006
H 3.37356 -0.30105 -0.17369 -1.5632 -1.9513 0.3617
H 0.77729 -2.21164 -0.06440 0.2663 -0.2991 0.3806
H -2.22671 1.58399 0.50409 -0.8588 -0.0691 -0.2104
H -2.66458 0.03281 1.38941 -0.4762 0.3125 -0.0762
H -1.50436 -1.19750 -0.14107 -0.0298 -1.1825 -0.7512
H -2.67300 -0.20615 -1.15695 0.1233 -0.6257 -0.7495
H -0.38060 1.30809 2.03084 0.0681 0.4719 -0.2339
H -0.54898 -0.36293 1.89258 0.6342 -0.1630 -0.3022
H -0.07784 -0.07340 -1.86007 0.8213 -0.3729 -1.8050
H -0.74211 1.46501 -1.25158 -0.6782 1.7512 -1.2376
H 1.78278 1.27961 -1.27396 0.4828 1.1245 0.8886
```
Positions in Å, forces in eV/Å.

Output
Multiplicity: 1
Maximum force (eV/Å): 4.6
Total energy (Eh): -671.9479
ΔE to the lowest compared entry with this formula, charge and spin (kcal per mole): 106.0
HOMO-LUMO gap (eV): 8.898

Atomic partial charges in e from the natural (NBO) method, atoms 1 to 4: C -0.48; C -0.17; C -0.37; C -0.42